(1)
Here is C21H25NO3 in the gas phase from OMol25. Energies are from the ωB97M-V functional and the def2-TZVPD basis.

Atoms and positions in Å:
1 O -2.4492 -2.0833 -0.3319
2 O 1.5337 2.7223 3.2182
3 O 1.8268 3.8724 1.3181
4 N 1.5117 1.7865 -0.1968
5 C -3.2680 -3.0697 -0.8167
6 C 1.4624 2.8015 2.0187
7 C -3.5091 -3.2548 -2.1738
8 C -0.5534 -2.5981 -1.7589
9 C 2.3233 4.9927 2.0517
10 C 3.0233 -0.1234 0.3858
11 C 2.8649 1.2756 -0.2199
12 C -0.9364 -0.3781 -0.9096
13 C 1.1879 5.8591 2.5778
14 C 0.2235 0.0748 -1.5198
15 C 0.8992 1.7033 1.1098
16 C -4.8286 -4.8198 -0.3031
17 C 1.0282 0.3374 1.8048
18 C -5.0580 -5.0173 -1.6547
19 C 0.9765 -0.8174 -2.2754
20 C -3.9376 -3.8519 0.1191
21 C 0.6712 1.5090 -1.3430
22 C 2.4842 -0.1175 1.8122
23 C 0.5911 -2.1414 -2.3862
24 C -4.3996 -4.2301 -2.5839
25 C -1.3304 -1.7067 -1.0272
26 H 3.0730 0.5681 2.4258
27 H -0.2092 2.1538 -1.2582
28 H 0.4179 -0.3959 1.2754
29 H -3.0078 -2.6307 -2.8995
30 H 1.5959 6.7353 3.0736
31 H -0.8444 -3.6356 -1.8319
32 H 0.5490 6.1784 1.7581
33 H -4.5830 -4.3694 -3.6390
34 H -3.7488 -3.6835 1.1679
35 H 2.5601 -1.1138 2.2524
36 H 0.6581 0.4324 2.8260
37 H 1.1898 -2.8305 -2.9636
38 H 2.4706 -0.8530 -0.2087
39 H 1.8698 -0.4741 -2.7763
40 H 1.2326 1.8217 -2.2287
41 H -1.5575 0.2913 -0.3332
42 H -5.7509 -5.7772 -1.9825
43 H -0.1647 1.9507 1.0018
44 H 2.9371 4.6307 2.8835
45 H 2.9432 5.5443 1.3418
46 H -5.3436 -5.4252 0.4277
47 H 0.5930 5.2952 3.2920
48 H 3.4843 1.9748 0.3560
49 H 3.2195 1.2894 -1.2523
50 H 4.0785 -0.4027 0.3766

Forces on atoms 1 to 2 (eV/Å):
O 0.0 0.1 0.2
O 0.0 0.0 0.1

Results
* LUMO energy: 0.807 eV
* E_HOMO: -8.09 eV
* charge: 0
* SMILES: CCOC(=O)[C@@H]1CCCCN1Cc1cccc(Oc2ccccc2)c1

(2)
Here is a molecular structure, C8H13Cl3IN3O4RhSSi at a distorted geometry from OMol25. Energies are from the ωB97M-V functional and the def2-TZVPD basis.

Atoms and positions in Å:
1 I 1.9384 5.1489 -0.2292
2 Rh 0.9544 -0.1406 -0.2419
3 Cl 3.7881 -0.0466 -2.6631
4 Cl 4.5348 -1.7530 -0.0188
5 Cl 2.0150 1.2739 1.0772
6 S -0.9396 -0.8635 -2.2212
7 Si 2.9782 -1.0762 -1.1402
8 O -1.0439 -2.0134 -3.0542
9 O -0.4742 2.0396 -0.4328
10 O -0.9651 -1.1671 -0.7619
11 O 0.3172 -0.0791 -2.4602
12 N 0.7063 2.7138 -2.2167
13 N 0.4498 -1.5384 1.5932
14 N -1.3145 -0.1028 2.0137
15 C 0.0506 2.9429 -1.0826
16 C -0.6976 -1.2703 2.2367
17 C -2.3128 0.2510 -2.5182
18 C -1.2179 -2.1980 3.1693
19 C -0.0392 4.3738 -0.6154
20 C 0.6404 -3.6253 2.7154
21 C -0.5494 -3.3721 3.4010
22 C 1.0992 -2.6750 1.8252
23 H -2.2050 0.0862 2.4421
24 H -2.1422 -1.9602 3.6724
25 H 0.7397 1.7538 -2.5548
26 H -3.2231 -0.3205 -2.3829
27 H -2.2411 0.6221 -3.5305
28 H 2.0343 -2.8155 1.2993
29 H -0.9421 -4.0986 4.0946
30 H 1.1885 3.4395 -2.7233
31 H -0.9928 0.5120 1.2712
32 H 1.1984 -4.5314 2.8740
33 H -2.2416 1.0499 -1.7910
34 H -0.5859 4.4326 0.3204
35 H -0.5052 5.0078 -1.3667

Forces on atoms 1 to 2 (eV/Å):
I -0.3 -0.1 -0.1
Rh -1.2 -0.4 0.6

Results
* LUMO energy (spin up / spin down): -4.658 / -6.846 eV
* E_HOMO (spin up / spin down): -11.73 / -11.69 eV
* 2S+1: 5
* charge: +1
* ⟨S²⟩: 6.03

(3)
Here is C3H3NO2 in the gas phase at a distorted geometry from OMol25. Energies are from the ωB97M-V functional and the def2-TZVPD basis.

Atoms and positions in Å:
1 O -1.8430 0.1324 1.2775
2 O 1.4770 -0.0338 0.6273
3 N 0.4644 -0.0211 1.6110
4 C 1.0573 0.0016 -0.5727
5 C -0.7033 -0.0822 0.9059
6 C -0.3911 -0.0519 -0.6033
7 H 1.8202 -0.0660 -1.3449
8 H -1.0388 0.8405 -0.5632
9 H -0.8426 -0.7197 -1.3377

Forces on atoms 1 to 2 (eV/Å):
O 0.2 -0.7 0.7
O 0.0 0.0 -0.6

Results
* LUMO energy (spin up / spin down): -1.026 / -1.026 eV
* E_HOMO (spin up / spin down): -9.21 / -9.21 eV
* charge: 0

(4)
Here is a molecular structure, C32H49ClIrNO2PS2 at a distorted geometry from OMol25. Energies are from the ωB97M-V functional and the def2-TZVPD basis.

Atoms and positions in Å:
1 Ir -0.6980 -1.3413 -0.2894
2 Cl -1.8033 -3.3638 -0.1125
3 S 0.5921 -6.2058 -2.6248
4 S 0.5515 -2.1143 -2.0143
5 P -0.1522 0.8051 -0.5059
6 O 1.5506 -6.7173 -3.5798
7 O -0.6552 -6.9119 -2.4414
8 N 0.3402 -4.5667 -2.8462
9 C -0.0722 -2.6868 3.6320
10 C 1.6679 1.0352 -1.0684
11 C -3.8257 1.0461 -3.5317
12 C -2.7016 0.1299 -1.4506
13 C 2.4895 -5.0153 1.3231
14 C -1.8451 2.2532 -2.3954
15 C -1.8964 -1.3381 2.5885
16 C 3.0461 1.9128 -3.0480
17 C 1.6490 1.7058 -2.4375
18 C 1.1853 0.8873 3.7744
19 C 4.1074 2.4440 -2.0719
20 C 0.3983 0.0594 4.3545
21 C 4.0620 1.8062 -0.6917
22 C 2.6494 1.7498 -0.1219
23 C -0.9420 -0.7697 1.5618
24 C 0.4616 -1.4816 4.5519
25 C 0.7817 -3.8183 -1.8729
26 C 1.3918 -5.9018 -1.0482
27 C -0.0134 4.7259 0.9836
28 C 2.4665 -6.3943 1.0216
29 C -1.3674 4.9510 1.6563
30 C -2.0199 2.5418 1.0322
31 C 1.4326 -4.5351 -0.7868
32 C 1.9827 -4.0845 0.4036
33 C -0.0851 3.6015 -0.0512
34 C -0.5684 2.2965 0.5823
35 C -2.6806 2.0727 -3.6709
36 C -2.0351 3.6418 2.1090
37 C 1.9357 -6.8490 -0.1919
38 C -3.4668 -0.2210 -2.7352
39 C -1.4540 0.8847 -1.8797
40 C -1.5452 -2.6398 3.2393
41 H 1.9527 -7.8918 -0.4796
42 H -2.0323 5.4804 0.9619
43 H 4.4314 0.7751 -0.7449
44 H 0.0953 -3.6300 4.1942
45 H 2.9118 -4.6785 2.2827
46 H -4.6818 1.5327 -3.0438
47 H -0.8362 0.2947 1.9026
48 H 0.8866 3.4997 -0.5369
49 H -2.1974 -2.8222 4.1006
50 H -1.7402 -3.4462 2.5524
51 H -4.1603 0.7572 -4.5370
52 H 1.4473 0.9237 2.7186
53 H 0.7395 4.4679 1.7441
54 H 0.0350 2.0748 1.4775
55 H 2.9455 2.6297 -3.8733
56 H -0.9703 2.8774 -2.6186
57 H 2.7993 1.2217 0.8341
58 H -2.0028 1.7398 -4.4730
59 H -1.4967 3.2746 2.9944
60 H -1.2328 5.6171 2.5153
61 H -2.4484 2.7833 -1.6485
62 H 3.9668 3.5241 -1.9399
63 H -0.2123 -1.5203 5.4067
64 H -3.3306 0.7647 -0.8110
65 H -2.2364 -0.6636 3.3998
66 H -2.5267 1.6349 1.3909
67 H 2.2991 2.7701 0.0697
68 H 4.6892 2.3509 0.0284
69 H 2.0310 0.0037 -1.1984
70 H -4.3731 -0.8040 -2.5149
71 H 1.9792 -3.0144 0.6101
72 H 1.4563 -1.7539 4.8969
73 H 1.0259 1.1497 -3.1533
74 H 1.7281 1.6900 4.3221
75 H -2.4808 -0.8095 -0.8504
76 H -0.7015 0.2934 4.3318
77 H -2.6086 2.8903 0.1749
78 H -0.9738 0.3314 -2.7053
79 H 2.8753 -7.1041 1.7410
80 H 0.3252 5.6458 0.4884
81 H -3.0668 3.8514 2.4134
82 H 1.1786 2.6920 -2.3261
83 H 0.5360 -2.8446 2.7605
84 H -0.7751 3.9001 -0.8516
85 H -2.8202 -0.8672 -3.3486
86 H 5.1040 2.2817 -2.4972
87 H 3.3957 0.9608 -3.4733
88 H -2.7484 -1.4738 1.9459
89 H -3.0957 3.0452 -3.9789

Forces on atoms 1 to 2 (eV/Å):
Ir 1.1 0.3 2.1
Cl -0.7 -1.3 0.2

Results
* LUMO energy (spin up / spin down): 2.325 / 2.054 eV
* E_HOMO (spin up / spin down): -2.98 / -4.63 eV
* 2S+1: 5
* charge: -1
* ⟨S²⟩: 6.02

(5)
Here is 3 unconnected molecules or ions with the total composition C21H40FIN2O10P2 at a distorted geometry from OMol25. Energies are from the ωB97M-V functional and the def2-TZVPD basis.

Atoms and positions in Å:
1 I 6.1030 -5.2091 2.0395
2 P -3.4039 0.2260 -3.2467
3 P 1.4324 2.9056 1.4471
4 F 3.9744 -1.8556 3.5614
5 O -3.2061 1.3280 -2.2774
6 O -4.1079 1.0038 -4.5059
7 O -1.9681 -0.1133 -3.8951
8 O 0.7585 2.6296 2.9166
9 O 0.4224 4.1221 1.1401
10 O -4.1060 -1.1735 -3.6430
11 O 2.6839 3.8277 1.8878
12 O -0.5676 -3.0916 0.0547
13 O -0.8480 -2.2350 2.1000
14 O 1.9707 1.5705 1.1004
15 N 3.8033 -4.6150 5.1172
16 N 3.4485 -4.4025 -0.7060
17 C 3.3027 -4.6023 0.4130
18 C 4.7268 -2.5528 2.6297
19 C -0.9577 -0.7165 -3.0719
20 C -1.1887 -2.2002 -2.8596
21 C -5.5170 -1.3621 -3.3701
22 C 3.1389 5.3613 0.0341
23 C -3.8018 3.3938 -4.7691
24 C 3.0955 -4.4670 1.8587
25 C -0.3518 -3.1515 1.2327
26 C 4.3778 -4.0616 2.6352
27 C 1.9045 -3.5673 2.1891
28 C -6.3697 -1.0079 -4.5750
29 C -1.8619 3.8577 2.0048
30 C 1.5160 0.7253 4.2203
31 C -4.7279 2.2771 -4.3347
32 C -0.9577 3.8276 0.7866
33 C 0.5363 -4.2239 1.8288
34 C 4.6755 -1.8677 1.2812
35 C 4.1166 -4.4341 4.0303
36 C 0.4411 1.3037 3.3246
37 C 3.6450 4.2241 0.9031
38 H 1.9960 -2.6154 1.6667
39 H 2.5003 0.8015 3.7592
40 H -5.8177 -0.7896 -2.4902
41 H 1.8755 -3.3172 3.2485
42 H 2.8290 -5.4629 2.2253
43 H 1.3094 -0.3255 4.4386
44 H -0.9035 -0.1928 -2.1131
45 H -2.0792 -2.3771 -2.2553
46 H -5.8661 -1.2813 -5.5006
47 H -0.3391 -2.6458 -2.3479
48 H -1.5425 4.6260 2.7073
49 H 3.9273 3.3624 0.2911
50 H -4.2392 4.3684 -4.5463
51 H -2.8928 4.0480 1.7052
52 H -1.3386 -2.7070 -3.8136
53 H 4.5296 4.5454 1.4514
54 H 2.3124 5.0348 -0.5995
55 H 5.2532 -0.9482 1.3610
56 H 3.6751 -1.5806 0.9661
57 H -1.8485 2.9060 2.5325
58 H 5.1281 -2.4540 0.4844
59 H -7.3314 -1.5198 -4.5222
60 H -1.2621 4.6031 0.0859
61 H -6.5733 0.0604 -4.6170
62 H -5.0566 2.4169 -3.3051
63 H 0.2713 0.6627 2.4586
64 H 0.1224 -4.6021 2.7640
65 H -1.0252 2.8703 0.2664
66 H -0.5013 1.3526 3.8767
67 H -0.0113 -0.5619 -3.5886
68 H 5.7584 -2.4727 2.9779
69 H -5.6242 2.2828 -4.9606
70 H 0.6524 -5.0631 1.1505
71 H 2.7684 6.1788 0.6519
72 H -3.6170 3.3304 -5.8424
73 H -0.1968 -2.1159 2.8047
74 H -2.8343 3.3197 -4.2735
75 H 3.9353 5.7343 -0.6108
76 H -5.6408 -2.4177 -3.1327
77 H 1.5653 1.2728 5.1624

Forces on atoms 1 to 2 (eV/Å):
I -0.2 0.1 -0.1
P 1.5 2.5 -5.3

Results
* LUMO energy: -0.613 eV
* E_HOMO: -10.22 eV
* charge: 0
* SMILES: C[C@@H](F)[C@@](I)(C#N)[C@H](C#N)CCC(=O)O.CCOP(=O)(OCC)OCC.CCOP(=O)(OCC)OCC

(6)
Here is a molecular structure, C2H5BrFPS2 at a distorted geometry from OMol25. Energies are from the ωB97M-V functional and the def2-TZVPD basis.

Atoms and positions in Å:
1 Br -2.8314 1.2188 0.2172
2 S 0.1371 -1.0169 1.1852
3 S -3.2242 -1.9062 -0.3251
4 P -1.7701 -0.4587 -0.7632
5 F 0.3783 1.2848 -1.1241
6 C 1.3101 1.2428 -0.1210
7 C 1.5869 -0.1677 0.4830
8 H 2.0986 1.7200 -0.7050
9 H -2.5854 -3.0478 -0.6382
10 H 2.0459 -0.1711 1.4544
11 H 0.8781 2.0252 0.6796
12 H 1.9761 -0.7231 -0.3429

Forces on atoms 1 to 2 (eV/Å):
Br 0.1 -0.2 -0.1
S -2.4 0.5 -2.1

Results
* LUMO energy: -1.104 eV
* E_HOMO: -8.58 eV
* charge: 0

Q: What is the charge in the sixth record?
A: 0